Record 1
{
  "formula": "C2H7OS",
  "method": "wB97M-V/def2-TZVPD",
  "species": ["S", "O", "C", "C", "H", "H", "H", "H", "H", "H", "H"],
  "coordinates": [[0.52713, -0.00786, -0.36544], [1.58389, -1.10373, 2.56167], [-0.66340, 1.42793, -0.32438], [-0.19158, -1.05657, -1.56741], [1.52071, -1.04099, 1.58327], [-1.20519, 1.33494, -1.26002], [0.83266, -0.54425, 2.82201], [-1.31326, 1.28049, 0.54464], [0.28931, -1.33773, -2.49069], [-1.22503, -1.32821, -1.38930], [-0.15523, 2.37597, -0.11436]],
  "mol_weight_g_mol": 79.14,
  "orbital_gap_ev": 5.2,
  "charge": -1,
  "homo_energy_ev": -1.169,
  "e_above_lowest_ev": 2.4687
}

---

Record 2
{
  "formula": "C5H10N2O",
  "method": "wB97M-V/def2-TZVPD",
  "species": ["O", "N", "N", "C", "C", "C", "C", "C", "H", "H", "H", "H", "H", "H", "H", "H", "H", "H"],
  "coordinates": [[-1.10194, -1.05238, 1.84999], [1.18109, -1.01778, -1.18216], [1.73559, -0.19562, 1.03621], [0.38826, 0.59178, 0.68273], [0.73633, -0.72624, 0.15064], [0.36482, 1.87975, -0.07145], [-1.85194, -0.30209, -0.35234], [-0.72256, -0.44047, 0.61686], [-1.51677, -0.03203, -1.35709], [0.04188, 1.74216, -1.10906], [2.45670, 0.27720, 0.49359], [-2.55837, 0.45661, -0.00202], [0.55353, -1.68677, -1.62413], [-0.41130, -1.69361, 2.10865], [-2.39352, -1.25051, -0.42328], [2.08853, -1.47679, -1.12901], [-0.34140, 2.57248, 0.39646], [1.35109, 2.35433, -0.08457]],
  "mol_weight_g_mol": 114.15,
  "orbital_gap_ev": 8.5,
  "smiles": "C[C@]1(O)[C@]2(C)N[C@]12N",
  "homo_energy_ev": -7.692,
  "e_above_lowest_ev": 4.0890
}

---

Record 3
{
  "formula": "C3H4N2O",
  "method": "wB97M-V/def2-TZVPD",
  "species": ["O", "N", "N", "C", "C", "C", "H", "H", "H", "H"],
  "coordinates": [[-1.23311, 1.68525, 0.45701], [0.88976, 0.96690, -0.19555], [0.18162, -1.55614, -0.09250], [1.30810, -1.21554, -0.13760], [-0.40015, 0.84440, 0.12294], [-0.94607, -0.61887, -0.00353], [1.28016, 1.87328, 0.04762], [-1.55556, -0.88042, 0.86359], [-1.56093, -0.73294, -0.90029], [2.03617, -0.36592, -0.16170]],
  "mol_weight_g_mol": 84.08,
  "orbital_gap_ev": 8.3,
  "homo_energy_ev": -9.109,
  "e_above_lowest_ev": 3.9039
}

---

Record 4
{
  "formula": "C17H36IrN4OSe",
  "method": "wB97M-V/def2-TZVPD",
  "species": ["Ir", "Se", "O", "N", "N", "N", "N", "C", "C", "C", "C", "C", "C", "C", "C", "C", "C", "C", "C", "C", "C", "C", "C", "C", "H", "H", "H", "H", "H", "H", "H", "H", "H", "H", "H", "H", "H", "H", "H", "H", "H", "H", "H", "H", "H", "H", "H", "H", "H", "H", "H", "H", "H", "H", "H", "H", "H", "H", "H", "H"],
  "coordinates": [[-0.15973, -0.15895, 0.13209], [-2.42618, -0.48615, 1.18740], [0.36277, -2.04319, -0.30957], [-0.24444, 2.20207, -0.08819], [2.23892, -0.12467, 0.34693], [0.27601, -0.24412, 2.33599], [-0.35586, 0.12648, -2.07621], [-5.08643, -1.22467, 0.53026], [-6.70400, 0.13220, -0.62953], [1.08146, 2.81376, 0.05871], [2.55658, -0.63859, 1.67946], [-5.74410, 1.11809, -0.81047], [-0.15872, 1.53682, -2.44206], [-0.78629, 2.44704, -1.42394], [-6.37158, -1.03599, 0.04065], [-1.69266, -0.34621, -2.49214], [1.67272, 0.05820, 2.67897], [-1.28451, -3.77457, 0.20857], [0.15161, -3.27680, 0.32928], [-4.12398, -0.23938, 0.34304], [0.66844, -0.70788, -2.73150], [-4.45577, 0.93323, -0.33107], [1.12989, -4.28704, -0.25214], [-1.14050, 2.81042, 0.91300], [0.91213, 1.72913, -2.51459], [1.44203, 2.65130, 1.07208], [2.34420, -1.70902, 1.69348], [3.60561, -0.49877, 1.94759], [2.15188, -3.91155, -0.17096], [-0.37365, 0.33389, 2.86170], [-0.63380, 3.49129, -1.72112], [0.06266, -1.21270, 2.56621], [-0.59316, 1.74298, -3.42470], [0.91078, -4.45524, -1.30814], [1.81606, 1.13792, 2.61135], [-1.80169, -1.39117, -2.21102], [-3.71485, 1.71372, -0.45438], [1.78705, 2.37515, -0.64335], [1.05494, -5.23543, 0.27886], [2.73657, 0.73927, 0.16706], [-1.80864, -0.25365, -3.57722], [-2.10610, 2.31369, 0.89718], [-2.47342, 0.23012, -2.00052], [-1.96656, -3.03501, 0.61933], [-4.83169, -2.13134, 1.06340], [1.92596, -0.25667, 3.69271], [0.37211, -3.18179, 1.41182], [-1.28106, 3.87981, 0.71875], [-1.53378, -3.93330, -0.84371], [0.57828, -0.64515, -3.82001], [0.54491, -1.73640, -2.40862], [-1.86138, 2.26653, -1.38656], [-0.71117, 2.69312, 1.90699], [1.66183, -0.37259, -2.43564], [-5.99820, 2.04177, -1.31448], [1.03729, 3.89274, -0.12244], [-7.11836, -1.80289, 0.19845], [2.50491, -0.80470, -0.35891], [-7.70774, 0.27803, -1.00495], [-1.40907, -4.71501, 0.74739]],
  "mol_weight_g_mol": 583.68,
  "orbital_gap_ev": 7.4,
  "charge": 1,
  "homo_energy_ev": -10.105,
  "e_above_lowest_ev": 0.0000
}

---

Record 5
{
  "formula": "C16H15N3O3S2",
  "method": "wB97M-V/def2-TZVPD",
  "species": ["S", "S", "O", "O", "O", "N", "N", "N", "C", "C", "C", "C", "C", "C", "C", "C", "C", "C", "C", "C", "C", "C", "C", "C", "H", "H", "H", "H", "H", "H", "H", "H", "H", "H", "H", "H", "H", "H", "H"],
  "coordinates": [[1.10917, -1.23896, -1.09380], [0.27025, 1.10243, -6.16582], [-0.14448, 1.94765, 3.59029], [-2.01080, -0.14956, 4.33181], [-0.48640, -1.33195, -3.14812], [2.78286, 0.58554, -1.78075], [1.15797, 0.19569, -3.41568], [3.16986, 0.19174, -0.57265], [1.17315, 0.29615, 2.51763], [-0.19325, 2.22342, 4.97871], [1.43908, -1.01295, 2.14409], [2.64786, -1.31112, 1.29349], [2.44416, -0.73453, -0.06034], [-1.82252, -0.09732, -7.02972], [-0.57018, -1.70216, 3.26012], [1.73672, -0.04472, -2.20138], [-0.91433, 0.85507, -7.37691], [0.56495, -2.01488, 2.53656], [-1.56820, -0.64728, -5.76170], [-0.46453, -0.10458, -5.15513], [0.04912, 0.62162, 3.26325], [0.03841, -0.47992, -3.83797], [-0.85613, -0.39072, 3.61469], [-2.94543, 0.69980, 3.69015], [-2.16014, -1.41250, -5.29372], [-3.75157, 0.85249, 4.40581], [1.59525, 0.90660, -3.98589], [-3.34278, 0.22062, 2.78885], [-0.86746, 1.43277, -8.27895], [-0.43803, 3.28073, 5.06516], [-2.50806, 1.66266, 3.41579], [-2.64228, -0.39337, -7.65861], [-0.94962, 1.62609, 5.49300], [-1.26677, -2.47147, 3.55570], [0.78214, 2.03581, 5.44058], [0.75898, -3.04152, 2.26429], [2.79271, -2.39039, 1.21554], [1.84569, 1.09118, 2.23192], [3.54464, -0.85818, 1.71969]],
  "mol_weight_g_mol": 361.45,
  "orbital_gap_ev": 8.5,
  "smiles": "COc1ccc(Cc2nnc(NC(=O)c3cccs3)s2)cc1OC",
  "homo_energy_ev": -8.631,
  "e_above_lowest_ev": 1.7478
}

---

Record 6
{
  "formula": "C24H15N3O3",
  "method": "wB97M-V/def2-TZVPD",
  "species": ["O", "O", "O", "N", "N", "N", "C", "C", "C", "C", "C", "C", "C", "C", "C", "C", "C", "C", "C", "C", "C", "C", "C", "C", "C", "C", "C", "C", "C", "C", "H", "H", "H", "H", "H", "H", "H", "H", "H", "H", "H", "H", "H", "H", "H"],
  "coordinates": [[1.65913, 0.00766, 0.66992], [3.58666, 5.97052, -1.98220], [4.25876, 4.78597, -3.78242], [-1.25995, -1.56486, 0.97056], [-0.15556, -0.99136, 1.47273], [1.58451, -2.10177, 7.95174], [0.28194, -1.18175, 2.81631], [1.93390, 1.37900, -3.14427], [0.94016, 1.41366, -2.05572], [3.53955, 4.88050, -2.81063], [-1.28630, -1.26120, -0.29294], [-4.67185, -2.54969, -2.53916], [0.08643, -2.51452, 3.38206], [-0.01569, 0.31188, -1.89768], [2.74323, 2.48817, -3.26651], [-3.01314, -0.88968, -2.05351], [1.21422, -1.90827, 6.86813], [-4.24725, -3.44723, -1.56894], [0.90984, -0.18749, 3.57330], [0.35267, -2.68115, 4.72529], [2.66320, 3.67196, -2.47956], [0.80059, 2.58945, -1.22227], [-4.02865, -1.34193, -2.89761], [1.71925, 3.66886, -1.42336], [-0.16892, -0.36963, -0.68054], [0.49077, -0.20310, 0.54939], [-2.42768, -1.76864, -1.04920], [1.18416, -0.38262, 4.90995], [-3.07150, -3.08910, -0.84190], [0.99182, -1.67402, 5.44769], [1.47657, 0.36846, 5.55818], [-4.72756, -4.41917, -1.36867], [-5.56824, -2.77594, -3.12979], [-2.64281, 0.06692, -2.38538], [2.14432, 0.51137, -3.72915], [1.08151, 0.80812, 3.23742], [0.02604, 2.62530, -0.44928], [-0.44124, -0.17637, -2.76802], [1.69946, 4.47376, -0.69189], [-4.55344, -0.68866, -3.57847], [-2.66790, -3.76371, -0.10778], [-0.46195, -3.21516, 2.73760], [0.02861, -3.63524, 5.23120], [4.44169, 6.38400, -1.91158], [3.57066, 2.37669, -3.99304]],
  "mol_weight_g_mol": 393.40,
  "orbital_gap_ev": 6.7,
  "smiles": "N#Cc1ccc(N2N=C(c3ccccc3)/C(=C/c3ccc(C(=O)O)cc3)C2=O)cc1",
  "homo_energy_ev": -8.242,
  "e_above_lowest_ev": 2.0948
}